[1]
ORCA calculation (ωB97M-V/def2-TZVPD) on a 2-piece molecular cluster, C3H6N4S overall at a distorted geometry.

Each line ends with the Löwdin charge.
Element x y z (Å)
S1 -2.340 -2.694 0.878  0.5294
N1 -2.172 -1.212 0.320  -0.7338
N2 -2.763 -0.567 -0.676  0.0308
N3 -2.230 0.638 -0.755  0.0128
C1 -1.268 0.805 0.110  -0.1213
N4 -1.211 -0.384 0.825  0.0703
H1 -0.901 1.698 0.330  0.0759
H2 -0.545 -0.747 1.472  0.1191
C2 2.706 0.944 -0.493  -0.0854
C3 1.995 -0.169 -0.312  -0.1260
H3 3.098 1.630 0.285  0.0607
H4 2.438 1.404 -1.458  0.0536
H5 1.891 -0.874 0.583  0.0675
H6 1.303 -0.471 -1.109  0.0463

Values from the calculation:
Structure (SMILES): [S-][n+]1nnc[nH]1.C=C
Frontier orbital gap (alpha / beta) (eV): 8.25 / 8.25

[2]
ORCA calculation (ωB97M-V/def2-TZVPD) on C3H6N4S in the gas phase at a distorted geometry.

Each line ends with the Löwdin charge.
Element x y z (Å)
C1 -3.843 -0.343 0.008  -0.0571
N1 -3.008 0.421 -0.567  -0.0340
N2 -1.698 0.445 -0.215  -0.0309
C2 -0.988 -0.567 0.320  -0.2401
N3 0.257 -0.581 0.537  0.0416
C3 0.888 0.732 0.550  -0.3612
N4 2.102 0.923 0.254  -0.3724
S1 3.047 -0.357 -0.387  0.6846
H1 -4.864 -0.321 -0.364  0.0612
H2 -3.638 -1.117 0.844  0.0960
H3 -1.137 1.126 -0.722  0.1434
H4 -1.587 -1.488 0.391  0.1224
H5 0.284 1.578 0.862  0.1082
H6 2.281 -1.448 -0.155  -0.1616

Values from the calculation:
Structure (SMILES): C=NN/C=N\C=N/S
Frontier orbital gap (eV): 8.74

[3]
ORCA calculation (ωB97M-V/def2-TZVPD) on C3H6N4S in the gas phase at a distorted geometry.

Each line ends with the Löwdin charge.
Element x y z (Å)
H1 -1.443 2.496 1.350  0.0657
N1 -0.815 2.454 0.515  0.1324
C1 -0.796 1.219 0.244  -0.6359
N2 -1.356 0.278 1.119  -0.2544
S1 -1.076 -1.356 0.778  0.8931
C2 0.489 -1.544 0.128  -0.4538
C3 0.862 -0.271 -0.769  -0.4462
N3 1.723 -0.282 -1.669  0.1201
H2 2.005 -1.330 -1.695  0.0945
N4 -0.131 0.734 -0.771  0.0834
H3 -1.071 0.282 2.044  0.0389
H4 0.416 -2.456 -0.632  0.1307
H5 1.164 -1.673 0.914  0.0388
H6 0.029 1.447 -1.556  0.1927

Values from the calculation:
Structure (SMILES): [H]/N=C1\NSC/C(=N\[H])N1
Frontier orbital gap (eV): 9.26

Energy relative to the best compared isomer or geometry (same formula, charge and spin) for every record listed, in sequence, given in kJ/mol: 475.75 304.39 211.42.